No. 1
The following is a quantum chemistry calculation of a cluster of 3 separate species, C19H35NO12P2S in total at a distorted geometry, from the Open Molecules 2025 dataset.

As for the energy: -75743.68264 eV. Its highest occupied orbital energy is -8.750 eV. The LUMO energy is 0.0001 Eh. The SMILES is O=C(CC[C@H]1CCCOS1(=O)=O)Nc1ccccc1.COP(=O)(OC)OC.COP(=O)(OC)OC. The frontier orbital gap is 8.75 eV. Its largest force on an atom is 5.5 eV Å⁻¹.

ORCA input file:
```
! wB97M-V def2-TZVPD RIJCOSX def2/J DEFGRID3
* xyz 0 1
H 0.44 -2.16 0.59
C -3.40 4.09 -1.31
H -3.11 -4.36 2.51
H 1.88 0.62 -1.44
O 2.00 -3.07 1.57
C -3.56 -3.49 5.89
C -2.70 -3.36 2.36
H -0.12 4.31 -4.01
O -2.21 -0.82 5.26
C -3.40 2.35 -2.96
C 0.37 5.35 -2.17
O 3.22 -4.78 0.41
O -4.09 -2.39 5.16
H 5.55 -3.95 -0.66
H -0.67 5.69 -2.19
H -1.99 3.85 0.28
S 1.87 3.70 -1.02
C -1.85 2.25 -1.12
H 5.74 -5.26 0.53
C -3.90 3.55 -2.49
P -3.04 -1.53 4.27
O -2.29 -2.84 3.63
C -1.61 -0.31 2.47
C 0.92 0.64 -1.97
H 2.10 3.59 -4.64
O 2.80 4.80 -0.99
O 5.02 -3.47 1.30
H -0.83 -0.84 3.03
H 1.18 -3.48 -0.33
C 2.00 4.02 -3.65
C 2.69 -5.75 1.31
H -1.47 0.76 2.60
H 0.96 6.21 -1.85
H 6.85 -3.88 0.54
C 0.71 4.84 -3.55
H -4.67 4.10 -3.01
H 2.86 4.67 -3.49
H 3.04 2.37 -2.62
C 0.89 -3.14 0.66
C 0.92 1.89 -2.88
H -3.46 -2.73 1.89
O -2.93 -0.65 2.91
H 0.16 -3.85 1.07
H -3.79 5.02 -0.90
N -0.78 1.68 -0.39
H 0.85 5.73 -4.17
H 2.41 -5.32 2.27
H -1.52 -0.57 1.42
O -0.54 -0.58 -0.60
H -3.52 -4.38 5.27
H 1.10 1.55 -3.90
C -2.39 3.44 -0.64
H 1.80 -6.20 0.86
C -2.38 1.70 -2.28
C 5.83 -4.19 0.36
H -0.03 2.42 -2.89
H -1.02 1.54 0.59
P 3.47 -3.24 0.91
H -1.84 -3.40 1.71
H -1.99 0.77 -2.67
H -4.24 -3.66 6.72
H -3.82 1.95 -3.87
C 2.08 2.89 -2.60
O 3.51 -2.28 -0.21
O 0.42 4.34 -1.14
O 1.96 2.80 0.08
H 3.44 -6.53 1.48
C -0.19 0.53 -0.95
H -2.56 -3.26 6.28
H 0.88 -0.26 -2.58
*
```

---

No. 2
The following is a quantum chemistry calculation of a structure of composition C17H39OP3SeTc at a distorted geometry, from the Open Molecules 2025 dataset.

The energy above the lowest of the compared OMol25 structures with the same formula, charge and spin comes out at 3.2057 eV. As for the energy: -115672.21708 eV. Its highest occupied orbital energy (spin up / spin down) is -20.905 / -20.839 eV. The LUMO energy (spin up / spin down) is -0.5514 / -0.5700 Eh. As for the expectation value of S²: 3.82. The frontier orbital gap (spin up / spin down) is 5.90 / 5.33 eV. Its largest force on an atom is 7.9 eV Å⁻¹.

ORCA input file:
```
! wB97M-V def2-TZVPD RIJCOSX def2/J DEFGRID3
* xyz 4 4
C 2.03 -1.80 -2.34
H 2.94 4.18 -0.31
H 3.11 2.72 0.74
C -0.51 -0.90 -2.92
H 3.31 0.63 2.82
C -4.40 0.45 -0.34
H 2.96 2.86 -2.93
H -3.88 -0.66 1.44
H -7.57 1.20 -1.27
Se -2.61 0.68 -0.81
H -0.10 -0.04 -3.48
C -5.46 1.01 -1.09
H 3.38 1.29 -2.14
H 4.13 -0.83 -0.79
C 2.41 3.36 0.18
C 4.12 -0.46 0.24
H 0.58 -3.38 -0.26
H -1.99 -1.37 1.11
H -0.48 -1.81 -3.53
H -0.30 1.89 3.61
C -1.78 -1.05 2.14
H 2.07 -0.48 3.44
C -0.78 -1.70 2.80
H 2.16 1.04 0.80
H -0.63 3.38 -0.81
C -7.08 -0.08 0.35
H -0.32 -3.41 -1.82
C -6.77 0.74 -0.72
C 2.65 -2.66 1.22
H 4.90 -0.95 0.83
H 1.02 2.58 3.86
C 0.06 3.29 -1.65
H -1.67 0.03 2.11
P 1.50 2.37 -1.06
H -0.38 -2.64 2.45
H 3.72 -1.09 3.13
H -1.55 -0.67 -2.63
H 1.69 3.72 0.92
H 0.38 4.28 -2.02
H 4.27 0.63 0.25
H 3.56 -2.86 1.81
H 2.69 -2.38 -1.69
H 1.80 -3.08 1.78
Tc 0.98 0.46 -0.12
H 2.75 -3.19 0.27
H -1.08 -2.73 -0.34
P 2.50 -0.84 1.05
C -0.14 -2.84 -0.89
C -6.02 -0.58 1.11
P 0.52 -1.26 -1.48
H -5.22 1.65 -1.93
H -6.23 -1.18 1.98
H -0.45 2.70 -2.43
C 2.94 -0.40 2.78
H 1.97 1.38 -3.21
O 0.53 2.04 3.21
C 2.57 1.94 -2.48
H 1.63 -2.44 -3.14
C -4.70 -0.31 0.81
H 2.56 -0.94 -2.76
H -0.18 -1.16 3.51
H -8.11 -0.34 0.60
*
```

---

No. 3
The following is a quantum chemistry calculation of a structure of composition C40H46OsP2Si at a distorted geometry, from the Open Molecules 2025 dataset.

The energy above the lowest of the compared OMol25 structures with the same formula, charge and spin comes out at 0.1195 eV. As for the energy: -71125.95146 eV. Its highest occupied orbital energy (spin up / spin down) is -11.012 / -14.362 eV. The LUMO energy (spin up / spin down) is -0.2244 / -0.2739 Eh. As for the expectation value of S²: 6.02. The frontier orbital gap (spin up / spin down) is 4.91 / 6.91 eV. Its largest force on an atom is 7.7 eV Å⁻¹.

ORCA input file:
```
! wB97M-V def2-TZVPD RIJCOSX def2/J DEFGRID3
* xyz 2 5
H 1.91 2.25 2.30
C -2.11 -1.16 -5.05
C -4.50 1.01 -3.59
C -4.70 1.81 -4.71
H -1.84 -0.58 3.35
C 2.75 -2.40 -0.45
H 2.49 -0.57 3.66
Si 0.34 0.45 2.97
H -0.47 0.15 -5.53
C 2.41 4.20 -2.48
C 1.72 2.98 -2.39
C -2.88 -2.44 -5.34
H -0.45 -2.44 -6.75
H -3.78 3.04 -6.22
H 2.54 -1.35 -2.95
H -2.86 -4.46 -4.55
C -0.28 4.06 -3.28
H -2.00 1.21 3.23
H 3.46 -3.15 -2.38
H 1.52 0.42 -4.10
H 0.21 2.85 2.44
C -2.17 -4.19 -0.39
C 4.82 -3.54 -0.73
H -1.65 -3.81 -2.74
H 1.65 -4.78 -0.89
C 2.98 -2.22 0.92
H -1.73 -2.12 -0.34
C -0.75 -0.90 -5.40
C 0.17 -1.91 -6.03
H 4.25 -2.59 2.57
H 0.96 -1.32 -6.50
H 1.17 2.49 3.93
C 1.60 -0.94 -2.54
C 4.13 -2.73 1.49
H -2.79 -0.31 -5.25
P -0.55 1.30 -2.59
H -3.11 -2.51 -6.41
C 0.98 2.20 2.88
H 3.46 4.26 -2.15
C 0.58 -4.60 -0.78
H 1.39 -0.20 5.05
H -0.05 6.11 -3.91
C 0.08 -3.28 -0.78
C 0.64 -0.66 0.18
H 1.87 -2.62 -4.90
C -3.59 2.40 -5.34
H -0.41 1.78 -0.34
H -1.45 2.71 -5.37
C 0.14 -3.10 -3.79
Os -0.77 -1.42 -3.49
C 1.76 5.33 -3.01
C 3.65 -3.04 -1.31
C -2.14 -3.68 -4.85
H -1.32 4.00 -3.56
P 1.16 -1.80 -1.02
H -5.73 1.93 -5.07
C 0.90 0.10 -3.24
H -1.50 -4.08 -5.64
H 0.92 -3.91 -5.63
H -5.33 0.51 -3.05
C -2.10 1.48 -3.64
C 0.84 -2.95 -5.11
H 0.76 -3.57 -3.03
H 2.30 6.27 -3.12
C 0.35 2.90 -2.79
C 0.43 5.25 -3.44
C -1.69 -5.49 -0.53
C -2.28 2.23 -4.84
C -1.29 -3.11 -0.48
C -3.21 0.76 -3.15
H 5.94 -3.80 1.12
H 1.10 -1.66 4.01
C -0.31 -5.68 -0.70
C -1.23 1.38 -0.92
H -2.38 -6.33 -0.49
H -3.13 -0.07 -2.44
H 0.07 -6.70 -0.79
H 2.24 2.09 -2.04
H -1.48 0.50 -0.34
C -1.32 -3.29 -3.63
C 1.45 -0.61 4.03
H 2.25 -1.69 1.53
H -1.34 0.47 4.72
H 5.55 -4.04 -1.35
C 5.05 -3.39 0.65
C 0.47 -0.18 1.30
H -3.23 -3.99 -0.23
H -3.85 -2.41 -4.82
H -2.11 2.00 -1.05
C -1.39 0.39 3.63
*
```

---

No. 4
The following is a quantum chemistry calculation of a cluster of 2 separate species, C3H4N2O in total, from the Open Molecules 2025 dataset.

The energy above the lowest of the compared OMol25 structures with the same formula, charge and spin comes out at 3.4587 eV. As for the energy: -8200.42671 eV. Its highest occupied orbital energy is -9.279 eV. The LUMO energy is 0.0242 Eh. The SMILES is N=C=N.C#CO. The frontier orbital gap is 9.94 eV. Its largest force on an atom is 0.6 eV Å⁻¹.

ORCA input file:
```
! wB97M-V def2-TZVPD RIJCOSX def2/J DEFGRID3
* xyz 0 1
C 0.52 -1.78 -0.44
H -0.28 -2.46 -0.61
N -0.04 1.52 0.21
O 2.36 -0.14 0.03
C -1.06 0.83 0.32
C 1.41 -1.00 -0.22
H 1.90 0.71 0.19
H -2.54 -0.33 -0.15
H -0.23 2.51 0.10
N -2.02 0.13 0.58
*
```

---

No. 5
The following is a quantum chemistry calculation of a structure of composition C23H35Cl2NaO2Si2, from the Open Molecules 2025 dataset.

The energy above the lowest of the compared OMol25 structures with the same formula, charge and spin comes out at 1.0730 eV. As for the energy: -73731.39723 eV. Its highest occupied orbital energy is -0.202 eV. The LUMO energy is 0.1475 Eh. The frontier orbital gap is 4.22 eV. Its largest force on an atom is 0.6 eV Å⁻¹.

ORCA input file:
```
! wB97M-V def2-TZVPD RIJCOSX def2/J DEFGRID3
* xyz -2 1
C 3.58 -2.13 2.58
Si -0.86 -0.54 -1.36
C 2.56 -0.35 4.00
C -4.34 4.14 -0.68
H 3.27 -1.28 -0.40
H -3.05 0.63 1.28
C -0.95 -2.32 -2.25
Cl -0.41 3.31 1.36
H 2.76 -2.80 2.82
C 1.29 4.89 2.54
H -4.55 5.12 -2.59
C -1.52 -4.13 -3.76
C 2.64 -1.99 -0.93
H -3.06 -1.05 -0.27
Cl 2.95 4.06 2.55
C -2.18 1.20 1.62
C 4.32 0.24 2.32
H 0.53 -0.29 -3.41
H -5.26 4.55 -0.28
H 5.12 0.10 3.07
H -3.21 -0.94 -2.01
C -0.15 0.37 -2.87
H 1.03 -5.05 -1.73
Si 0.84 -2.03 -0.33
Na 1.15 1.25 1.01
C -2.37 2.76 -0.39
C -2.76 -0.46 -1.14
H 1.47 5.85 2.04
C 0.05 -3.12 -1.68
C 0.25 -4.42 -2.16
H -1.08 2.66 -2.08
H 0.63 -2.43 2.15
C -3.95 4.46 -1.98
H 4.39 -2.30 3.30
H 3.95 -2.40 1.58
H -0.64 -3.22 1.18
H -3.19 0.53 -1.03
H 0.38 1.28 -2.61
C 3.10 -0.66 2.59
C -1.73 -2.84 -3.29
H -2.51 -2.24 -3.74
H 1.07 5.06 3.60
C -2.77 3.93 -2.47
H 4.02 1.29 2.33
C -3.57 3.30 0.10
H 2.60 -1.74 -1.99
C -1.99 3.09 -1.69
H 1.68 -0.97 4.19
H 3.07 -2.99 -0.85
C -0.53 -4.92 -3.19
C -1.48 1.90 0.46
H -0.96 0.62 -3.56
H -3.89 3.07 1.10
H -1.48 0.50 2.07
H 0.97 -3.94 1.27
H 4.74 0.01 1.34
H -2.13 -4.52 -4.57
C 0.43 -2.99 1.25
H -2.49 1.90 2.39
O -0.63 1.09 -0.23
H -2.45 4.16 -3.48
H -0.36 -5.93 -3.56
O 2.12 -0.44 1.65
H 3.30 -0.53 4.79
H 2.25 0.70 4.05
*
```

---

No. 6
The following is a quantum chemistry calculation of a cluster of 2 separate species, C12H25Cl2N2O4PS in total at a distorted geometry, from the Open Molecules 2025 dataset.

As for the energy: -69186.83685 eV. Its highest occupied orbital energy is -8.767 eV. The LUMO energy is 0.0086 Eh. The SMILES is CC(=O)N(C)CCCC[C@H]1[C@H]([PH2]=N)CCOS1(=O)=O.ClCCl. The frontier orbital gap is 9.00 eV. Its largest force on an atom is 1.6 eV Å⁻¹.

ORCA input file:
```
! wB97M-V def2-TZVPD RIJCOSX def2/J DEFGRID3
* xyz 0 1
H -3.67 2.01 2.83
H 2.92 -1.74 -1.72
H 4.02 2.80 -1.17
Cl 2.43 -1.24 2.05
C -2.29 -0.89 -0.67
P 1.58 -1.35 -1.45
O 0.73 3.07 -3.29
H -4.56 0.67 2.00
C -2.17 0.48 -1.33
H -2.01 -2.06 3.62
H -3.81 0.43 3.59
C 0.35 1.22 -1.42
O -0.32 3.73 -1.17
C -0.93 0.78 -2.18
N 0.56 -2.28 -2.22
H -0.71 -0.03 -2.88
H 3.28 2.70 -2.76
C 3.13 2.47 -1.71
C -3.71 0.94 2.63
H 3.75 -3.19 2.01
C -1.47 -1.17 0.60
H -0.49 -1.75 2.72
Cl 1.88 -3.85 3.26
H 0.24 1.25 -0.33
C -1.45 -1.34 3.02
H -3.01 0.54 -2.04
H 3.72 -2.43 3.62
H -0.04 -2.75 -1.56
N -2.25 -0.90 1.83
S 0.64 2.93 -1.87
O 2.04 3.26 -1.19
H 3.71 0.49 -2.09
H -0.52 -0.64 0.65
C 1.59 0.41 -1.90
H -1.22 1.63 -2.80
H 3.20 0.71 -0.44
H -1.23 -0.49 3.68
H 1.46 -1.41 -0.04
H -1.23 -2.24 0.62
C 3.13 -2.71 2.75
H 1.56 0.44 -3.00
C 2.95 0.98 -1.47
O -1.57 1.33 1.68
C -2.42 0.52 2.00
H -2.34 1.30 -0.63
H -2.09 -1.64 -1.44
H -3.34 -1.02 -0.38
*
```

---

No. 7
The following is a quantum chemistry calculation of the molecule C4H8 at a distorted geometry, from the Open Molecules 2025 dataset.

The energy above the lowest of the compared OMol25 structures with the same formula, charge and spin comes out at 0.3629 eV. As for the energy: -4276.83031 eV. Its highest occupied orbital energy is -9.173 eV. The LUMO energy is 0.0427 Eh. The SMILES is C=C(C)C. The frontier orbital gap is 10.33 eV. Its largest force on an atom is 2.0 eV Å⁻¹.

ORCA input file:
```
! wB97M-V def2-TZVPD RIJCOSX def2/J DEFGRID3
* xyz 0 1
H 0.16 -2.14 -0.21
H 1.25 1.23 1.22
C 0.09 -0.09 0.00
H 0.03 2.08 0.22
H -1.89 -0.54 0.56
C 0.72 -1.24 0.05
C 0.73 1.22 0.25
H -1.72 -0.64 -1.20
C -1.40 -0.05 -0.29
H 1.79 -1.43 0.29
H -1.84 0.91 -0.39
H 1.46 1.48 -0.57
*
```

---

No. 8
The following is a quantum chemistry calculation of a cluster of 3 separate species, C4H13NO2 in total at a distorted geometry, from the Open Molecules 2025 dataset.

The energy above the lowest of the compared OMol25 structures with the same formula, charge and spin comes out at 1.4884 eV. As for the energy: -9942.70820 eV. Its highest occupied orbital energy is -7.234 eV. The LUMO energy is 0.0167 Eh. The SMILES is CC/C=C/N.O.O. The frontier orbital gap is 7.69 eV. Its largest force on an atom is 4.7 eV Å⁻¹.

ORCA input file:
```
! wB97M-V def2-TZVPD RIJCOSX def2/J DEFGRID3
* xyz 0 1
H 3.24 -2.79 2.95
C -2.47 0.31 -1.00
C -2.91 -0.71 0.04
H 1.49 2.49 -2.07
H -2.96 1.25 -0.62
C -0.17 1.45 -1.46
H -0.32 -0.33 -0.32
N 1.19 1.61 -1.66
H 2.66 -0.67 1.03
H -2.36 -1.61 -0.09
H -2.60 -0.42 1.09
H -2.69 0.10 -2.09
H 1.63 0.22 1.79
H 1.74 1.24 -1.01
H 4.56 -1.92 2.68
O 3.56 -1.87 2.79
C -0.91 0.43 -0.89
O 2.06 0.06 0.92
H -0.73 2.14 -2.09
H -3.99 -0.97 0.02
*
```

---

Question: Which of these has the lowest energy?
Answer: C17H39OP3SeTc